No. 1
{"formula": "C37H39AsBClF4I2N2O6Sc", "method": "ωB97M-V with the def2-TZVPD basis set", "homo_lumo_gap_ev": 6.1, "lumo_ev": 1.234, "total_charge": -1, "homo_energy_ha": -0.17907, "total_energy_ha": -6470.99411, "e_above_lowest_kj_mol": 245.10, "largest_force_ev_per_a": 0.9, "species": ["Sc", "C", "C", "O", "C", "C", "C", "C", "C", "C", "O", "H", "H", "H", "H", "H", "H", "H", "O", "Cl", "O", "O", "O", "F", "B", "F", "F", "F", "C", "C", "C", "N", "C", "C", "H", "H", "H", "H", "H", "I", "I", "C", "C", "C", "C", "C", "C", "As", "N", "C", "C", "C", "C", "C", "C", "C", "C", "C", "C", "C", "C", "C", "C", "C", "C", "C", "C", "H", "H", "H", "H", "H", "H", "H", "H", "H", "H", "H", "H", "H", "H", "H", "H", "H", "H", "H", "H", "H", "H", "H", "H", "H", "H", "H"], "coordinates": [[0.6744, -0.4614, -1.9663], [1.7387, -3.2491, -5.2870], [1.2608, -2.8491, -3.9213], [1.4019, -1.6542, -3.6100], [0.6975, -3.8226, -3.0146], [0.4224, -5.1301, -3.4629], [-0.0387, -6.0999, -2.6119], [-0.1924, -5.7850, -1.2509], [0.0631, -4.5255, -0.7790], [0.4502, -3.4839, -1.6569], [0.5978, -2.2917, -1.1818], [2.3590, -2.4468, -5.6784], [0.8687, -3.3679, -5.9364], [2.2962, -4.1836, -5.2693], [0.5654, -5.3659, -4.5094], [-0.2683, -7.0916, -2.9773], [-0.5163, -6.5536, -0.5583], [-0.0370, -4.2766, 0.2690], [4.7098, -0.9648, 0.1213], [3.4063, -1.4339, -0.2029], [2.8181, -2.2104, 0.8260], [3.4889, -2.2030, -1.4453], [2.5247, -0.2663, -0.5029], [-1.4635, -1.5721, -2.8426], [-1.4774, -0.8812, -4.0867], [-0.4989, 0.1708, -3.8186], [-1.0444, -1.6899, -5.1165], [-2.7004, -0.3109, -4.3415], [2.0399, 4.1999, -3.8862], [1.2411, 4.1638, -2.7576], [0.8675, 2.9349, -2.2387], [1.2438, 1.7765, -2.7844], [1.9786, 1.8223, -3.9015], [2.4093, 3.0031, -4.4778], [2.3614, 5.1449, -4.3058], [0.9015, 5.0677, -2.2713], [0.2365, 2.8795, -1.3647], [2.2092, 0.8707, -4.3620], [3.0263, 2.9698, -5.3642], [4.5472, -0.5479, -3.2244], [5.8526, 0.9691, -4.9976], [-5.8560, -0.4017, 3.7533], [-4.4632, -0.3208, 3.1899], [-4.0702, -1.1093, 2.1201], [-2.7867, -1.0442, 1.5918], [-2.4716, -1.9537, 0.4299], [-1.8354, -0.1552, 2.1378], [-0.0492, -0.4392, 1.2987], [-0.3604, 0.4387, -0.3464], [-1.3430, 1.4321, -0.3901], [-1.3952, 2.4853, 0.5369], [-2.3209, 3.5083, 0.4157], [-3.2338, 3.5194, -0.6316], [-3.2106, 2.4733, -1.5442], [-2.2908, 1.4432, -1.4234], [1.1924, 0.5834, 2.4600], [1.9348, 1.7333, 2.1844], [1.9464, 2.4219, 0.8481], [2.7319, 2.2961, 3.1848], [2.8408, 1.7405, 4.4438], [3.6629, 2.3861, 5.5256], [2.1655, 0.5470, 4.6801], [1.3658, -0.0445, 3.7153], [0.6940, -1.3493, 4.0658], [-2.2374, 0.6764, 3.1974], [-1.4140, 1.7577, 3.8601], [-3.5331, 0.5627, 3.7047], [-6.3742, -1.2915, 3.3951], [-6.4502, 0.4673, 3.4607], [-5.8410, -0.4334, 4.8442], [-4.7790, -1.8028, 1.6785], [-3.3884, -2.4078, 0.0536], [-1.7903, -2.7550, 0.7237], [-1.9968, -1.4261, -0.3973], [-0.6817, 2.5025, 1.3491], [-2.3250, 4.3094, 1.1472], [-3.9576, 4.3193, -0.7252], [-3.9241, 2.4422, -2.3592], [-2.3167, 0.6264, -2.1288], [1.2987, 1.9189, 0.1430], [2.9581, 2.4142, 0.4359], [1.6296, 3.4649, 0.9431], [3.2857, 3.2017, 2.9526], [4.1674, 3.2792, 5.1564], [4.4239, 1.7023, 5.9071], [3.0368, 2.6797, 6.3712], [2.2667, 0.0589, 5.6451], [1.0897, -1.7286, 5.0082], [0.8653, -2.1030, 3.2944], [-0.3883, -1.2414, 4.1746], [-0.3747, 1.7796, 3.5668], [-1.4507, 1.6430, 4.9460], [-1.8514, 2.7309, 3.6213], [-3.8170, 1.2078, 4.5324]]}

No. 2
{"formula": "C3H5N6O", "method": "ωB97M-V with the def2-TZVPD basis set", "homo_lumo_gap_ev": 8.0, "lumo_ev": 3.451, "total_charge": -1, "homo_energy_ha": -0.16565, "total_energy_ha": -521.10429, "largest_force_ev_per_a": 5.8, "species": ["C", "C", "C", "N", "N", "N", "N", "N", "N", "O", "H", "H", "H", "H", "H"], "coordinates": [[0.9449, -0.8253, 0.2549], [-1.2033, 0.2224, 0.7697], [0.1471, 0.6509, -1.3007], [2.2545, -0.3975, 0.0632], [0.8939, -2.0044, 0.8653], [2.9328, -1.3341, 0.7411], [2.1554, -2.2867, 1.1387], [-2.0856, 1.2230, 0.3289], [-0.2076, 0.0564, -0.0463], [-1.3932, -0.3423, 1.8052], [-0.5700, 1.1812, -1.9068], [0.8648, 1.5146, -1.1948], [0.7418, -0.1174, -1.8561], [-2.6345, 1.0177, -0.6395], [-2.8410, 1.4415, 0.9773]]}

No. 3
{"formula": "C33H36IrNO2P2S", "method": "ωB97M-V with the def2-TZVPD basis set", "homo_lumo_gap_ev": [6.4, 3.7], "lumo_ev": [-8.769, -12.576], "total_charge": 3, "homo_energy_ha": [-0.55810, -0.59862], "total_energy_ha": -2668.47915, "e_above_lowest_kj_mol": 38.07, "largest_force_ev_per_a": 0.5, "multiplicity": 6, "species": ["Ir", "C", "P", "C", "C", "C", "C", "C", "C", "C", "C", "C", "C", "C", "C", "C", "C", "C", "C", "C", "P", "C", "C", "C", "C", "C", "C", "C", "C", "C", "C", "C", "C", "N", "H", "H", "H", "H", "H", "H", "H", "H", "H", "H", "H", "H", "H", "H", "H", "H", "H", "H", "H", "H", "H", "H", "H", "H", "H", "H", "C", "O", "H", "H", "H", "H", "C", "S", "C", "O", "H", "H", "H", "H", "H", "H"], "coordinates": [[-0.3770, -0.5994, -0.4974], [-2.1745, 0.1977, 2.2644], [-1.9275, 0.9107, 0.5773], [-1.0827, 2.4987, 0.7914], [-1.3789, 3.3518, 1.8553], [-0.7708, 4.5960, 1.9432], [0.1170, 5.0077, 0.9560], [0.4002, 4.1752, -0.1199], [-0.1942, 2.9213, -0.1974], [-3.5685, 1.2584, -0.0542], [-3.6600, 1.7334, -1.3652], [-4.8953, 2.0647, -1.8937], [-6.0427, 1.9148, -1.1232], [-5.9573, 1.4400, 0.1761], [-4.7217, 1.1088, 0.7156], [-0.9197, -0.4686, 2.6894], [-0.2651, -0.5808, 3.9840], [0.9455, -1.1596, 3.7478], [1.0028, -1.3923, 2.3282], [2.1105, -1.8005, 1.4225], [2.0647, -0.6065, -0.0142], [2.9804, -1.3299, -1.3891], [2.8371, -2.6921, -1.6598], [3.4032, -3.2344, -2.8040], [4.0976, -2.4230, -3.6905], [4.2190, -1.0619, -3.4419], [3.6604, -0.5129, -2.2967], [3.1858, 0.6828, 0.7023], [4.5553, 0.6259, 0.6027], [5.3221, 1.6020, 1.2399], [4.7003, 2.6761, 1.9941], [3.3341, 2.7379, 2.1089], [2.5749, 1.7587, 1.4811], [-0.1511, -1.0087, 1.7425], [-2.9685, -0.5539, 2.1822], [-2.5122, 0.9427, 2.9841], [-2.1018, 3.0667, 2.6102], [-1.0116, 5.2556, 2.7661], [0.5657, 5.9909, 1.0125], [1.0585, 4.5142, -0.9095], [0.0093, 2.2852, -1.0553], [-2.7670, 1.8587, -1.9690], [-4.9691, 2.4409, -2.9050], [-7.0074, 2.1735, -1.5386], [-6.8514, 1.3348, 0.7753], [-4.6774, 0.7581, 1.7378], [-0.6715, -0.2541, 4.9284], [1.7132, -1.4032, 4.4653], [1.9070, -2.7831, 0.9858], [3.0796, -1.8426, 1.9161], [2.2853, -3.3402, -0.9901], [3.3092, -4.2938, -3.0008], [4.5461, -2.8516, -4.5766], [4.7558, -0.4292, -4.1359], [3.7610, 0.5528, -2.1236], [5.0422, -0.1594, 0.0387], [6.4039, 1.5683, 1.1862], [5.3355, 3.4147, 2.4668], [2.8566, 3.5275, 2.6722], [1.4925, 1.7822, 1.5585], [-1.1230, -0.8702, -3.7493], [-0.1399, -0.4939, -2.7490], [-0.7488, -1.7031, -4.3398], [-1.3446, -0.0159, -4.3846], [-2.0141, -1.1758, -3.2092], [0.7344, -0.4088, -3.1475], [-1.0787, -5.0711, 0.2307], [-1.9168, -3.5073, 0.2987], [-3.3994, -3.9346, -0.5789], [-1.1470, -2.6119, -0.6989], [-1.6823, -5.8015, 0.7707], [-0.1168, -4.9653, 0.7283], [-0.9566, -5.3609, -0.8123], [-3.9696, -4.6272, 0.0408], [-3.1374, -4.3835, -1.5359], [-3.9670, -3.0167, -0.7208]]}

No. 4
{"formula": "C27H67BN2O13", "method": "ωB97M-V with the def2-TZVPD basis set", "smiles": "CCOCCOCCOC[C@@H]1[C@H](N)C(=O)N[C@]1(CCCCO)B(O)O.CCO.CCO.CCO.CCO.CCO.CCO", "homo_lumo_gap_ev": 9.0, "lumo_ev": 0.294, "total_charge": 0, "homo_energy_ha": -0.32115, "total_energy_ha": -2181.39686, "largest_force_ev_per_a": 3.1, "species": ["C", "C", "O", "C", "C", "O", "C", "C", "O", "C", "C", "C", "N", "C", "O", "N", "C", "C", "C", "C", "C", "O", "B", "O", "O", "H", "H", "H", "H", "H", "H", "H", "H", "H", "H", "H", "H", "H", "H", "H", "H", "H", "H", "H", "H", "H", "H", "H", "H", "H", "H", "H", "H", "H", "H", "H", "C", "C", "O", "H", "H", "H", "H", "H", "H", "C", "C", "O", "H", "H", "H", "H", "H", "H", "C", "C", "O", "H", "H", "H", "H", "H", "H", "C", "C", "O", "H", "H", "H", "H", "H", "H", "C", "C", "O", "H", "H", "H", "H", "H", "H", "C", "C", "O", "H", "H", "H", "H", "H", "H"], "coordinates": [[-2.4642, -2.4508, 0.9510], [-3.5647, -2.0910, 1.9326], [-3.0080, -1.6040, 3.1346], [-3.9959, -1.1221, 4.0219], [-3.3559, -0.2080, 5.0380], [-3.5262, 1.1361, 4.6758], [-2.4618, 1.6613, 3.9107], [-2.9729, 2.9471, 3.2880], [-2.8152, 2.9957, 1.8886], [-1.5562, 3.4748, 1.4377], [-0.9133, 2.6401, 0.3255], [-1.1642, 1.1124, 0.2765], [-2.4914, 0.5478, 0.4181], [-0.1416, 0.6085, 1.3031], [-0.0825, -0.5212, 1.8087], [0.7948, 1.6581, 1.5945], [0.6057, 2.6745, 0.5111], [1.4389, 2.1660, -0.7200], [2.8341, 1.6329, -0.3646], [2.9333, 0.1048, -0.2147], [3.5783, -0.2160, 1.1176], [3.7283, -1.5997, 1.3438], [1.2536, 4.0882, 0.8020], [2.1129, 4.2754, 1.8677], [0.9667, 5.1718, 0.0384], [-1.5191, -2.0246, 1.2503], [-2.7047, -2.0629, -0.0272], [-2.3766, -3.5257, 0.8910], [-4.1638, -2.9788, 2.1411], [-4.2409, -1.3583, 1.4956], [-4.5464, -1.9354, 4.4958], [-4.7088, -0.5169, 3.4628], [-3.8425, -0.3701, 5.9933], [-2.3127, -0.4893, 5.1628], [-1.5826, 1.8177, 4.5374], [-2.1934, 0.9573, 3.1270], [-4.0382, 2.9555, 3.4752], [-2.5638, 3.8286, 3.7752], [-1.7270, 4.4675, 1.0281], [-0.8966, 3.6035, 2.2948], [-1.2115, 3.1072, -0.6152], [-0.8786, 0.8561, -0.7373], [-2.8043, 0.5976, 1.3773], [-3.1431, 1.1341, -0.0857], [0.5961, 2.0865, 2.4918], [0.9287, 1.4085, -1.3014], [1.5999, 3.0181, -1.3767], [3.4850, 1.9399, -1.1762], [3.2256, 2.0943, 0.5362], [1.9706, -0.3789, -0.3104], [3.6074, -0.2528, -0.9835], [2.9964, 0.2081, 1.9225], [4.5515, 0.2844, 1.1265], [4.1368, -1.9896, 0.5673], [3.0311, 4.2882, 1.5808], [0.3668, 4.9542, -0.6839], [2.5957, -4.8494, 2.1787], [1.8176, -4.5215, 0.9171], [0.4373, -4.3064, 1.1869], [2.1803, -5.7364, 2.6581], [3.6488, -5.0335, 1.9555], [2.5329, -4.0273, 2.8934], [1.8683, -5.3520, 0.2140], [2.2368, -3.6348, 0.4274], [0.3666, -3.5621, 1.7933], [2.6511, -0.6871, -5.0310], [3.2207, 0.1461, -3.9004], [4.3022, -0.5326, -3.2681], [2.3002, -1.6497, -4.6569], [1.8191, -0.1771, -5.5193], [3.4251, -0.8877, -5.7750], [2.4644, 0.3285, -3.1368], [3.5750, 1.1132, -4.2723], [4.9777, -0.6816, -3.9403], [5.9418, -2.2048, -7.6447], [6.0812, -0.6984, -7.7677], [6.1594, -0.0672, -6.4900], [5.0534, -2.4589, -7.0652], [5.8641, -2.6731, -8.6267], [6.8039, -2.6313, -7.1271], [5.2126, -0.2733, -8.2678], [6.9704, -0.4439, -8.3529], [6.9321, -0.4205, -6.0367], [-9.1127, -0.1589, 3.8248], [-7.8754, 0.5446, 3.2988], [-7.1606, -0.2649, 2.3665], [-8.8388, -1.1006, 4.3007], [-9.6381, 0.4618, 4.5519], [-9.8016, -0.3910, 3.0091], [-7.1826, 0.7592, 4.1111], [-8.1480, 1.4942, 2.8251], [-7.7470, -0.4587, 1.6289], [7.6378, -1.3614, -0.2285], [7.6976, -0.9143, -1.6775], [7.4753, -2.0035, -2.5741], [8.3817, -2.1356, -0.0397], [7.8203, -0.5267, 0.4496], [6.6579, -1.7849, 0.0055], [8.6801, -0.5071, -1.9105], [6.9524, -0.1351, -1.8709], [6.6020, -2.3610, -2.3838], [-7.0071, 1.8408, -2.0059], [-6.2120, 0.7212, -1.3587], [-5.3855, 1.2007, -0.3016], [-6.3360, 2.6070, -2.3947], [-7.6210, 1.4639, -2.8253], [-7.6641, 2.3199, -1.2760], [-5.5459, 0.2567, -2.0836], [-6.8854, -0.0510, -0.9717], [-5.9557, 1.6004, 0.3631]]}

No. 5
{"formula": "C3H9NO2S", "method": "ωB97M-V with the def2-TZVPD basis set", "smiles": "N[C@H](C=O)CS.O", "homo_lumo_gap_ev": 9.6, "lumo_ev": 0.461, "total_charge": 0, "homo_energy_ha": -0.33662, "total_energy_ha": -723.11003, "e_above_lowest_kj_mol": 153.13, "largest_force_ev_per_a": 1.1, "species": ["O", "C", "C", "C", "S", "N", "H", "H", "H", "H", "H", "H", "H", "H", "H", "O"], "coordinates": [[-2.9663, 0.2232, -1.0125], [-2.2841, 0.0411, -0.0384], [-0.9305, 0.7321, 0.1710], [-0.1180, 0.5180, -1.1093], [1.4725, 1.4084, -1.0949], [-0.2896, 0.2469, 1.3693], [-2.6153, -0.6716, 0.7287], [-1.1193, 1.8029, 0.3063], [0.0498, -0.5261, -1.3052], [-0.6383, 0.9493, -1.9545], [1.9928, 0.7477, -0.0459], [0.3183, -0.5529, 1.3035], [0.0877, 0.9367, 1.9896], [2.0726, -1.5376, -0.3879], [2.9147, -2.3649, 0.5963], [2.0531, -1.9533, 0.4840]]}

No. 6
{"formula": "C9H11N4", "method": "ωB97M-V with the def2-TZVPD basis set", "smiles": "N#CN/N=C\\c1cccc(C[NH3+])c1", "homo_lumo_gap_ev": 8.8, "lumo_ev": -3.530, "total_charge": 1, "homo_energy_ha": -0.45293, "total_energy_ha": -568.20817, "e_above_lowest_kj_mol": 364.33, "largest_force_ev_per_a": 4.2, "species": ["C", "C", "C", "C", "C", "C", "C", "C", "C", "N", "N", "N", "N", "H", "H", "H", "H", "H", "H", "H", "H", "H", "H", "H"], "coordinates": [[-0.6201, 1.6810, 1.3040], [-1.7199, 0.7845, 1.2596], [0.5911, 1.1552, 0.8815], [-1.6634, -0.4442, 0.7450], [0.6695, -0.1737, 0.3893], [-0.4197, -0.9561, 0.3678], [-2.8396, -1.4484, 0.6524], [2.0119, -0.5433, -0.1967], [-3.9579, 0.6923, -0.9716], [-4.0346, -1.2867, 0.3243], [-4.5386, -0.3102, -0.4333], [-3.4235, 1.5927, -1.4139], [2.4380, 0.5010, -1.2282], [-0.6398, 2.8290, 1.3725], [-2.7386, 1.2019, 1.3756], [1.4841, 1.7239, 0.8294], [-2.6833, -2.2828, 1.4162], [2.8097, -0.5470, 0.5437], [2.0724, -1.4413, -0.7219], [-0.3378, -1.9894, -0.0407], [-5.4739, -0.5232, -0.7949], [1.9605, 1.3996, -0.8097], [3.3674, 0.3444, -1.5617], [1.8680, 0.4384, -2.0516]]}